Computed, not measured: a molecular structure, C3H3BrO2 in a non-equilibrium geometry, with the ωB97M-V functional and the def2-TZVPD basis.

Positions of all 9 atoms, in Å:
C -0.3463 2.2364 -0.2909
C 0.2325 -1.8179 0.4046
C -0.3457 -0.5669 0.1711
O -0.6445 3.2650 0.1603
O -0.3114 -1.3592 -0.8178
Br 1.3051 1.4759 0.0493
H -0.7732 1.3496 -0.6824
H 1.2108 -2.0393 0.1201
H -0.3273 -2.5436 0.8857

**Electronic energy**: -2840.42100 Eh
**Gap between HOMO and LUMO**: 9.990 eV
**Total charge**: 0
**LUMO energy**: 0.542 eV
**HOMO**: -9.45 eV

Computed, not measured: C3H3BrOS in the gas phase in a non-equilibrium geometry, with the ωB97M-V functional and the def2-TZVPD basis.

Positions of all 9 atoms, in Å:
O 1.0591 -1.7878 -0.4195
C 1.0934 -0.6452 -0.1341
Br 2.9330 0.1664 0.2718
C 0.0709 0.4067 -0.0737
C -1.3957 0.1141 0.0393
S -2.1449 -0.0134 1.4940
H 0.0364 1.0650 -1.0590
H 0.2659 1.0277 0.7575
H -1.9181 -0.3336 -0.8762

**Structure (SMILES)**: O=C(Br)CC=S
**Electronic energy**: -3163.50685 Eh
**Gap between HOMO and LUMO**: 8.279 eV
**Total charge**: 0
**LUMO energy**: -1.158 eV
**HOMO**: -9.44 eV

Computed, not measured: 2 unconnected molecules or ions with the total composition C3H3BrS in a non-equilibrium geometry, with the ωB97M-V functional and the def2-TZVPD basis.

Positions of all 8 atoms, in Å:
C 1.0812 1.2791 -0.8380
C 0.7517 0.6310 0.2576
C -1.3036 0.2533 1.1748
S 2.5150 0.9519 0.3872
Br -2.4079 0.5662 -0.2466
H 0.8901 1.9313 -1.7777
H -1.2316 1.1015 1.8006
H -1.1378 -0.8877 1.4694

**Electronic energy**: -3088.08925 Eh
**Gap between HOMO and LUMO (alpha / beta)**: 6.668 / 6.668 eV
**Total charge**: 0
**LUMO energy (alpha / beta)**: -0.870 / -0.870 eV
**HOMO (alpha / beta)**: -7.54 / -7.54 eV

Computed, not measured: 2 unconnected molecules or ions with the total composition C3H3BrS in a non-equilibrium geometry, with the ωB97M-V functional and the def2-TZVPD basis.

Positions of all 8 atoms, in Å:
C -0.7685 -0.9237 -0.6494
C -2.8076 -1.0359 -0.1329
C 1.6216 0.3308 0.1153
S -0.1304 -0.1134 0.6491
Br -3.3672 0.6722 -0.1509
H 1.6215 -0.0802 -0.9386
H 2.2047 -0.1697 0.7269
H 1.6258 1.3199 0.3804

**Electronic energy**: -3088.01441 Eh
**Gap between HOMO and LUMO (alpha / beta)**: 7.179 / 7.179 eV
**Total charge**: 0
**LUMO energy (alpha / beta)**: -0.910 / -0.911 eV
**HOMO (alpha / beta)**: -8.09 / -8.09 eV

Computed, not measured: a molecular structure, C3H3CaFO3 in a non-equilibrium geometry, with the ωB97M-V functional and the def2-TZVPD basis.

Positions of all 11 atoms, in Å:
C 2.3331 -0.1260 -0.2001
C 1.6998 1.1885 -0.0186
F 2.5978 -0.8179 0.9177
H 2.4809 -0.6606 -1.1370
H 1.4718 1.6300 -0.9948
H 2.2991 1.8465 0.6193
O 0.3928 1.0753 0.7463
C -0.5340 0.3358 0.2091
O -1.7314 0.4141 0.6151
O -0.2865 -0.3748 -0.8290
Ca -2.3732 -0.9666 -0.8517

**Electronic energy**: -1119.07834 Eh
**Multiplicity**: 2
**Gap between HOMO and LUMO (alpha / beta)**: 5.802 / 9.555 eV
**Total charge**: +1
**LUMO energy (alpha / beta)**: -5.528 / -5.544 eV
**HOMO (alpha / beta)**: -11.33 / -15.10 eV
**⟨S²⟩**: 0.753

Computed, not measured: C3H3Cl in the gas phase in a non-equilibrium geometry, with the ωB97M-V functional and the def2-TZVPD basis.

Positions of all 7 atoms, in Å:
Cl 1.0749 0.2461 -2.2161
C 0.3941 0.0892 -0.6650
C 0.4489 0.6227 0.5492
C -0.5144 -0.5519 0.3438
H 0.7188 1.4905 1.1536
H -0.4708 -1.5462 0.6624
H -1.6514 -0.3504 0.1720

**Structure (SMILES)**: ClC1=CC1
**Electronic energy**: -576.18845 Eh
**Gap between HOMO and LUMO**: 10.186 eV
**Total charge**: 0
**LUMO energy**: 0.964 eV
**HOMO**: -9.22 eV